Entry 1:
Entry from the Open Molecules 2025 dataset: a 6-piece molecular cluster, C47H92ClF3I2N3O8S overall (ωB97M-V with the def2-TZVPD basis set).

Summary:
Charge   +1
E   -118774.46994 eV
E_HOMO   -10.72 eV

Bonds (Å) are listed after each position.
Cartesian coordinates (Å):
1 Cl -2.95 2.85 1.83  S35 2.104
2 C 1.65 -2.72 1.37  C26 1.625, C41 1.608, N57 1.499, C90 1.586
3 H 3.42 1.53 -1.35  C67 1.134
4 H -1.15 -2.76 2.26  C27 1.150
5 C 0.37 0.13 -0.95  C15 1.583, H48 1.146, C56 1.627, H71 1.127
6 H 3.69 -3.43 0.24  C90 1.125
7 H -0.53 -5.21 -2.41  C112 1.130
8 H -1.30 -7.32 6.32  C61 1.095
9 H -2.55 -5.68 4.82  C19 1.091
10 N 2.26 0.33 3.77  C93 1.463, H113 1.031, C142 1.481
11 H 0.02 0.33 3.71  C93 1.131
12 H 1.27 -4.53 2.71  C26 1.143
13 H 2.06 -2.39 3.63  C41 1.122
14 H 2.99 -8.90 1.32  C23 1.094
15 C 0.81 1.32 -1.91  C5 1.583, H129 1.140, H136 1.125, C146 1.633
16 H 5.65 -9.88 0.82  C39 1.095
17 H -1.91 -4.36 5.79  C19 1.094
18 H 1.48 1.26 6.34  C81 1.129
19 C -1.71 -5.38 5.45  H9 1.091, H17 1.094, C61 1.520, H62 1.093
20 C 4.21 4.80 -0.71  C38 1.521, H89 1.094, O104 1.423, H123 1.094
21 H 4.43 0.74 -0.07  C67 1.126
22 H 3.70 -9.59 -0.14  C23 1.091
23 C 3.30 -8.67 0.29  H14 1.094, H22 1.091, C78 1.520, H101 1.093
24 H 6.36 4.62 -0.41  C38 1.091
25 H -0.51 -3.72 -3.53  C112 1.143
26 C 0.80 -4.04 1.79  C2 1.625, H12 1.143, C27 1.568, H88 1.144
27 C -0.70 -3.81 2.16  H4 1.150, C26 1.568, O99 1.225
28 H -8.49 5.39 -6.86  C143 1.096
29 O -4.40 2.71 -3.68  C76 1.421, C117 1.419
30 H -3.42 2.57 -1.92  C117 1.094
31 F 5.72 -0.93 -1.79  C145 1.396
32 H -5.33 3.07 -0.44  C66 1.093
33 H -9.96 7.68 -5.93  C51 1.094
34 H -6.44 2.95 -4.00  C76 1.095
35 S -2.03 4.62 2.50  Cl1 2.104, O47 1.478, C102 1.847, O119 1.481
36 H 2.49 -0.80 -2.08  C114 1.149
37 H 4.28 -0.93 1.30  C85 1.127
38 C 5.56 4.18 -1.01  C20 1.521, H24 1.091, H138 1.092, H154 1.091
39 C 6.24 -8.97 0.67  H16 1.095, H75 1.092, O111 1.423, C147 1.519
40 H -6.24 5.18 -5.10  C124 1.092
41 C 1.70 -1.84 2.72  C2 1.608, H13 1.122, H122 1.149, C142 1.615
42 H -9.42 5.33 -9.24  C86 1.091
43 H -1.40 1.19 -2.42  C146 1.137
44 H -3.58 -8.86 7.18  C125 1.093
45 C 1.56 0.21 1.25  C53 1.581, C56 1.597, H118 1.153, C142 1.598
46 H 7.38 -9.77 -0.98  C147 1.092
47 O -1.65 4.51 3.93  S35 1.478
48 H -0.41 0.59 -0.25  C5 1.146
49 H -0.70 -5.96 7.24  C61 1.092
50 H 5.97 -8.83 -1.49  C147 1.092
51 C -10.30 7.38 -6.93  H33 1.094, H91 1.091, H103 1.092, C153 1.520
52 H -0.30 0.85 6.05  C81 1.138
53 C 1.82 1.77 1.18  C45 1.581, C60 1.617, H87 1.142, H128 1.123
54 H 4.61 -7.29 -0.74  C78 1.095
55 H 3.51 -1.60 -0.86  C114 1.144
56 C 1.55 -0.62 -0.12  C5 1.627, C45 1.597, N57 1.542, C114 1.563
57 N 1.01 -2.03 0.21  C2 1.499, C56 1.542, C63 1.475, H141 1.050
58 H -4.64 -6.69 7.75  C135 1.093
59 C 4.79 6.63 1.56  H68 1.091, H115 1.092, C133 1.519, H134 1.093
60 C 0.45 2.58 1.41  C53 1.617, H69 1.147, C110 1.611, H131 1.128
61 C -1.55 -6.31 6.65  H8 1.095, C19 1.520, H49 1.092, O121 1.418
62 H -0.81 -5.38 4.84  C19 1.093
63 C 0.71 -2.91 -0.94  N57 1.475, I96 2.195, C97 1.402
64 H -5.47 5.26 -3.51  C124 1.091
65 H 4.35 -1.17 3.09  C85 1.149
66 C -5.50 2.77 -1.48  H32 1.093, H79 1.091, C117 1.520, H155 1.094
67 C 3.85 0.54 -1.01  H3 1.134, H21 1.126, C114 1.572, C145 1.602
68 H 5.27 6.93 0.63  C59 1.091
69 H -0.12 2.68 0.42  C60 1.147
70 H -0.82 4.75 0.40  C102 1.144
71 H -0.22 -0.55 -1.62  C5 1.127
72 O -7.99 7.19 -7.75  C143 1.419, C153 1.421
73 H 3.96 -3.32 3.25  C109 1.124
74 H 0.86 1.91 4.05  C93 1.146
75 H 7.08 -9.03 1.36  C39 1.092
76 C -5.48 3.28 -4.41  O29 1.421, H34 1.095, C124 1.519, H148 1.092
77 H -9.14 8.84 -7.97  C153 1.092
78 C 4.33 -7.55 0.29  C23 1.520, H54 1.095, H80 1.094, O111 1.418
79 H -6.40 3.29 -1.83  C66 1.091
80 H 3.87 -6.66 0.72  C78 1.094
81 C 0.78 0.57 5.79  H18 1.129, H52 1.138, H82 1.131, C93 1.606
82 H 0.95 -0.53 5.99  C81 1.131
83 H -0.25 5.35 -3.50  C152 1.115
84 N 4.66 0.84 2.49  C85 1.490, H137 1.032, H156 1.033
85 C 3.97 -0.46 2.27  H37 1.127, H65 1.149, N84 1.490, C142 1.613
86 C -8.37 5.11 -9.01  H42 1.091, H95 1.092, H98 1.093, C143 1.519
87 H 2.51 2.17 1.99  C53 1.142
88 H 0.87 -4.85 0.99  C26 1.144
89 H 3.46 4.33 -1.35  C20 1.094
90 C 3.09 -3.35 1.19  C2 1.586, H6 1.125, C109 1.418
91 H -10.48 6.31 -6.90  C51 1.091
92 H 5.57 4.61 1.66  C133 1.095
93 C 0.93 0.78 4.21  N10 1.463, H11 1.131, H74 1.146, C81 1.606
94 H -0.24 0.93 -3.89  C146 1.138
95 H -8.27 4.03 -8.94  C86 1.092
96 I 2.16 -3.96 -2.20  C63 2.195
97 C -0.59 -3.17 -1.36  C63 1.402, C112 1.600, I144 2.162
98 H -7.77 5.47 -9.85  C86 1.093
99 O -1.47 -4.74 2.37  C27 1.225
100 H -0.28 6.11 1.52  C102 1.135
101 H 2.42 -8.38 -0.29  C23 1.093
102 C -0.54 5.01 1.48  S35 1.847, H70 1.144, H100 1.135, C110 1.608
103 H -11.26 7.87 -7.14  C51 1.092
104 O 3.77 4.59 0.63  C20 1.423, C133 1.423
105 H -2.05 -4.26 -2.74  C112 1.129
106 H -9.62 7.50 -8.98  C153 1.095
107 H 0.90 4.16 2.98  C110 1.130
108 F 5.88 1.30 -2.00  C145 1.420
109 C 3.83 -3.88 2.28  H73 1.124, C90 1.418, H157 1.138
110 C 0.74 4.10 1.86  C60 1.611, C102 1.608, H107 1.130, H116 1.133
111 O 5.48 -7.83 1.06  C39 1.423, C78 1.418
112 C -0.94 -4.16 -2.57  H7 1.130, H25 1.143, C97 1.600, H105 1.129
113 H 2.69 -0.28 4.48  N10 1.031
114 C 2.85 -0.67 -0.99  H36 1.149, H55 1.144, C56 1.563, C67 1.572
115 H 5.40 6.99 2.39  C59 1.092
116 H 1.61 4.52 1.27  C110 1.133
117 C -4.28 3.10 -2.32  O29 1.419, H30 1.094, C66 1.520, H132 1.095
118 H 0.47 0.12 1.61  C45 1.153
119 O -3.02 5.71 2.34  S35 1.481
120 H -3.14 -8.25 5.58  C125 1.092
121 O -2.67 -6.32 7.52  C61 1.418, C135 1.421
122 H 0.60 -1.60 2.93  C41 1.149
123 H 4.19 5.86 -0.96  C20 1.094
124 C -5.41 4.80 -4.50  H40 1.092, H64 1.091, C76 1.519, H139 1.094
125 C -3.86 -8.15 6.39  H44 1.093, H120 1.092, C135 1.519, H151 1.092
126 F 4.50 0.23 -3.41  C145 1.388
127 H -6.88 5.51 -7.53  C143 1.093
128 H 2.24 2.19 0.22  C53 1.123
129 H 0.88 2.34 -1.40  C15 1.140
130 C -0.46 3.03 -3.34  C146 1.570, C152 1.228
131 H -0.26 2.06 2.12  C60 1.128
132 H -4.04 4.17 -2.26  C117 1.095
133 C 4.60 5.13 1.65  C59 1.519, H92 1.095, O104 1.423, H150 1.093
134 H 3.82 7.14 1.60  C59 1.093
135 C -3.90 -6.74 6.95  H58 1.093, O121 1.421, C125 1.519, H149 1.095
136 H 1.69 1.13 -2.59  C15 1.125
137 H 5.59 0.73 2.08  N84 1.032
138 H 5.83 4.34 -2.06  C38 1.092
139 H -4.47 5.11 -4.95  C124 1.094
140 H 7.39 -8.00 -0.88  C147 1.093
141 H 0.09 -1.74 0.61  N57 1.050
142 C 2.37 -0.39 2.49  N10 1.481, C41 1.615, C45 1.598, C85 1.613
143 C -7.93 5.77 -7.71  H28 1.096, O72 1.419, C86 1.519, H127 1.093
144 I -2.36 -2.27 -0.51  C97 2.162
145 C 4.97 0.21 -2.10  F31 1.396, C67 1.602, F108 1.420, F126 1.388
146 C -0.44 1.52 -2.94  C15 1.633, H43 1.137, H94 1.138, C130 1.570
147 C 6.77 -8.89 -0.75  C39 1.519, H46 1.092, H50 1.092, H140 1.093
148 H -5.42 2.87 -5.42  C76 1.092
149 H -4.23 -6.02 6.19  C135 1.095
150 H 4.12 4.89 2.60  C133 1.093
151 H -4.85 -8.43 6.01  C125 1.092
152 C -0.36 4.24 -3.54  H83 1.115, C130 1.228
153 C -9.27 7.76 -7.98  C51 1.520, O72 1.421, H77 1.092, H106 1.095
154 H 5.55 3.11 -0.81  C38 1.091
155 H -5.71 1.70 -1.51  C66 1.094
156 H 4.82 0.92 3.51  N84 1.033
157 H 4.22 -4.94 2.12  C109 1.138

These are the Mulliken partial charges, in e, on atoms 1 to 5: Cl -0.1874; C 2.3956; H -0.2655; H 0.2964; C -1.2945


Entry 2:
Entry from the Open Molecules 2025 dataset: a 12-piece molecular cluster, C47H94O14 overall (ωB97M-V with the def2-TZVPD basis set).

Summary:
E   -78920.89160 eV
E_HOMO   -8.99 eV
Structure (SMILES)   COC(=O)OC.C1CCOC1.C1CCOC1.C1CCOC1.C1CCOC1.C1CCOC1.C1CCOC1.C1CCOC1.C1CCOC1.C1CCOC1.C1CCOC1.C1CCOC1

Bonds (Å) are listed after each position.
Cartesian coordinates (Å):
1 H 0.98 -1.05 -1.90  C55 1.090
2 H 4.53 0.69 5.46  C6 1.090
3 C 0.22 -0.20 0.62  H21 1.090, C59 1.559, H75 1.090, C101 1.511
4 H -0.25 -3.57 -3.34  C44 1.090
5 C 1.32 3.96 -5.11  O15 1.432, H119 1.090, H136 1.090, C148 1.557
6 C 3.48 0.46 5.28  H2 1.090, C95 1.524, O131 1.411, H134 1.090
7 C -0.70 -1.85 -6.22  O19 1.402, H27 1.090, C32 1.558, H81 1.090
8 H -7.36 -1.88 -0.15  C37 1.090
9 C -0.02 -4.42 -0.56  H57 1.090, O84 1.428, C110 1.558, H132 1.090
10 O 3.59 -1.50 -1.55  C126 1.240
11 H -3.67 -0.21 2.47  C65 1.090
12 H 3.82 0.27 0.64  C70 1.090
13 H -2.86 -0.57 -4.20  C118 1.090
14 C -1.33 3.36 4.20  C42 1.531, C49 1.555, H78 1.090, H87 1.090
15 O 1.37 4.82 -3.97  C5 1.432, C96 1.423
16 H 0.00 7.83 -0.03  C99 1.090
17 H 2.83 2.56 -5.49  C148 1.090
18 H -0.76 -2.08 4.47  C125 1.090
19 O -1.97 -2.37 -5.93  C7 1.402, C24 1.439
20 C 1.44 -0.61 6.01  H28 1.090, C95 1.520, C107 1.508, H113 1.090
21 H 0.83 -1.08 0.83  C3 1.090
22 H 0.13 -5.34 2.55  C143 1.090
23 H -4.58 -0.51 4.97  C62 1.090
24 C -1.86 -3.39 -4.92  O19 1.439, C44 1.529, H89 1.090, H91 1.090
25 H 2.39 0.85 7.21  C95 1.090
26 C 1.00 6.01 0.59  H38 1.090, C99 1.489, H112 1.090, C153 1.534
27 H -0.27 -2.33 -7.10  C7 1.090
28 H 1.18 -1.49 6.60  C20 1.090
29 O -5.48 -1.32 -0.16  C37 1.407, C152 1.461
30 O 5.29 0.57 2.07  C70 1.464, C82 1.450
31 C 5.86 -1.72 2.21  H58 1.090, C82 1.545, C90 1.470, H123 1.090
32 C 0.15 -2.14 -4.95  C7 1.558, C44 1.531, H73 1.090, H133 1.090
33 C -2.09 1.50 -4.33  H85 1.090, C102 1.515, H111 1.090, C118 1.535
34 O 0.05 2.28 5.67  C49 1.449, C53 1.404
35 H -2.72 -1.60 6.32  C36 1.090
36 C -2.45 -1.08 5.40  H35 1.090, C62 1.526, C125 1.538, H139 1.090
37 C -6.62 -1.65 -0.92  H8 1.090, O29 1.407, C130 1.521, H137 1.090
38 H 0.59 6.21 1.58  C26 1.090
39 C -4.72 -2.25 -2.11  H48 1.090, H77 1.090, C130 1.548, C152 1.493
40 H -1.95 -5.74 1.63  C109 1.090
41 H -1.33 -6.11 -0.52  C110 1.090
42 C -0.68 4.40 5.11  C14 1.531, H46 1.090, C53 1.567, H129 1.090
43 H -1.89 0.08 0.42  C59 1.090
44 C -0.79 -2.86 -3.97  H4 1.090, C24 1.529, C32 1.531, H100 1.090
45 H -3.34 0.56 4.57  C62 1.090
46 H -1.42 5.02 5.62  C42 1.090
47 H -4.68 1.53 -2.29  C147 1.090
48 H -4.78 -1.63 -3.00  C39 1.090
49 C -0.35 2.16 4.28  C14 1.555, O34 1.449, H54 1.090, H116 1.090
50 H 3.24 2.32 -3.01  C66 1.090
51 H 3.48 4.76 -3.65  C96 1.090
52 H 4.68 -4.20 -0.75  C98 1.090
53 C 0.25 3.60 6.09  O34 1.404, C42 1.567, H86 1.090, H122 1.090
54 H 0.52 2.26 3.63  C49 1.090
55 C 0.23 -0.29 -1.70  H1 1.090, O68 1.432, C101 1.476, H140 1.090
56 H -3.77 -0.55 -1.18  C152 1.090
57 H -0.11 -3.34 -0.70  C9 1.090
58 H 6.76 -1.91 1.62  C31 1.090
59 C -1.18 -0.71 0.19  C3 1.559, H43 1.090, H67 1.090, O68 1.422
60 H -4.16 -1.83 2.88  C65 1.090
61 O 3.50 -3.67 -2.27  C98 1.374, C126 1.277
62 C -3.57 -0.51 4.55  H23 1.090, C36 1.526, H45 1.090, C65 1.522
63 H 3.02 -3.65 -0.29  C98 1.090
64 H 0.19 1.57 -0.58  C101 1.090
65 C -3.44 -1.05 3.13  H11 1.090, H60 1.090, C62 1.522, O83 1.365
66 C 2.34 2.83 -3.36  H50 1.090, C96 1.593, H114 1.090, C148 1.509
67 H -1.33 -1.69 0.65  C59 1.090
68 O -1.00 -0.86 -1.22  C55 1.432, C59 1.422
69 C 3.65 -0.78 -4.06  H92 1.090, H124 1.090, O142 1.406, H146 1.090
70 C 4.81 -0.11 0.87  H12 1.090, O30 1.464, H88 1.090, C90 1.521
71 H 1.36 1.71 -4.97  C148 1.090
72 H 2.38 4.86 -2.27  C96 1.090
73 H 0.70 -1.28 -4.57  C32 1.090
74 H -3.09 0.14 -5.78  C118 1.090
75 H 0.11 0.33 1.56  C3 1.090
76 H 4.82 -2.16 0.38  C90 1.090
77 H -3.96 -3.00 -2.34  C39 1.090
78 H -2.30 3.05 4.59  C14 1.090
79 H -2.20 -4.65 -0.99  C110 1.090
80 H -6.13 -3.68 -1.25  C130 1.090
81 H -0.67 -0.78 -6.41  C7 1.090
82 C 5.98 -0.36 2.95  O30 1.450, C31 1.545, H117 1.090, H141 1.090
83 O -2.16 -1.52 3.09  C65 1.365, C125 1.459
84 O 0.70 -4.78 0.62  C9 1.428, C143 1.443
85 H -1.04 1.21 -4.41  C33 1.090
86 H 1.31 3.87 6.05  C53 1.090
87 H -1.41 3.66 3.15  C14 1.090
88 H 5.38 -0.04 -0.05  C70 1.090
89 H -1.56 -4.32 -5.41  C24 1.090
90 C 4.72 -1.58 1.29  C31 1.470, C70 1.521, H76 1.090, H149 1.090
91 H -2.82 -3.52 -4.42  C24 1.090
92 H 3.14 -0.09 -3.39  C69 1.090
93 H -2.39 2.88 -2.71  C102 1.090
94 H 0.01 -3.59 2.22  C143 1.090
95 C 2.70 0.06 6.53  C6 1.524, C20 1.520, H25 1.090, H104 1.090
96 C 2.52 4.41 -3.25  O15 1.423, H51 1.090, C66 1.593, H72 1.090
97 H -2.33 1.08 -2.21  C102 1.090
98 C 3.62 -4.20 -1.01  H52 1.090, O61 1.374, H63 1.090, H151 1.090
99 C 0.23 6.83 -0.39  H16 1.090, C26 1.489, C144 1.568, H154 1.090
100 H -1.26 -2.10 -3.35  C44 1.090
101 C 0.66 0.59 -0.59  C3 1.511, C55 1.476, H64 1.090, H135 1.090
102 C -2.60 1.84 -2.94  C33 1.515, H93 1.090, H97 1.090, C147 1.537
103 O -0.68 4.67 -0.25  C144 1.430, C153 1.417
104 H 3.29 -0.55 7.21  C95 1.090
105 H -4.45 2.65 -3.61  C147 1.090
106 H -6.69 -2.87 -2.79  C130 1.090
107 C 1.84 -0.98 4.60  C20 1.508, H120 1.090, H121 1.090, O131 1.414
108 H -1.92 6.30 -0.04  C144 1.090
109 C -1.50 -4.84 1.21  H40 1.090, C110 1.559, H138 1.090, C143 1.531
110 C -1.42 -5.04 -0.33  C9 1.558, H41 1.090, H79 1.090, C109 1.559
111 H -2.27 2.30 -5.05  C33 1.090
112 H 2.05 6.27 0.49  C26 1.090
113 H 0.56 0.02 6.07  C20 1.090
114 H 1.46 2.50 -2.82  C66 1.090
115 H 1.27 4.16 -0.68  C153 1.090
116 H -0.88 1.22 4.14  C49 1.090
117 H 5.57 -0.51 3.95  C82 1.090
118 C -3.05 0.37 -4.72  H13 1.090, C33 1.535, H74 1.090, O127 1.384
119 H 1.78 4.47 -5.96  C5 1.090
120 H 1.33 -0.33 3.89  C107 1.090
121 H 1.77 -2.04 4.39  C107 1.090
122 H -0.07 3.80 7.11  C53 1.090
123 H 5.68 -2.63 2.78  C31 1.090
124 H 4.70 -0.48 -4.04  C69 1.090
125 C -1.84 -2.08 4.40  H18 1.090, C36 1.538, O83 1.459, H155 1.090
126 C 3.57 -2.40 -2.41  O10 1.240, O61 1.277, O142 1.313
127 O -4.29 0.71 -4.21  C118 1.384, C147 1.426
128 H 0.81 3.97 1.04  C153 1.090
129 H -0.06 5.03 4.47  C42 1.090
130 C -6.16 -2.76 -1.84  C37 1.521, C39 1.548, H80 1.090, H106 1.090
131 O 3.21 -0.65 4.46  C6 1.411, C107 1.414
132 H 0.52 -4.76 -1.44  C9 1.090
133 H 0.86 -2.93 -5.21  C32 1.090
134 H 3.14 1.39 4.82  C6 1.090
135 H 1.74 0.71 -0.58  C101 1.090
136 H 0.25 3.98 -5.32  C5 1.090
137 H -6.97 -0.75 -1.42  C37 1.090
138 H -2.20 -4.02 1.39  C109 1.090
139 H -1.67 -0.36 5.64  C36 1.090
140 H 0.22 0.36 -2.57  C55 1.090
141 H 7.03 -0.17 3.15  C82 1.090
142 O 3.47 -2.12 -3.69  C69 1.406, C126 1.313
143 C -0.11 -4.58 1.80  H22 1.090, O84 1.443, H94 1.090, C109 1.531
144 C -1.07 5.99 -0.65  C99 1.568, O103 1.430, H108 1.090, H145 1.090
145 H -1.24 5.99 -1.72  C144 1.090
146 H 3.29 -0.67 -5.08  C69 1.090
147 C -4.11 1.70 -3.20  H47 1.090, C102 1.537, H105 1.090, O127 1.426
148 C 1.98 2.59 -4.80  C5 1.557, H17 1.090, C66 1.509, H71 1.090
149 H 3.75 -1.81 1.72  C90 1.090
150 H -3.61 -2.18 -0.34  C152 1.090
151 H 3.31 -5.24 -1.09  C98 1.090
152 C -4.24 -1.50 -0.92  O29 1.461, C39 1.493, H56 1.090, H150 1.090
153 C 0.68 4.57 0.14  C26 1.534, O103 1.417, H115 1.090, H128 1.090
154 H 0.90 7.01 -1.24  C99 1.090
155 H -2.26 -3.09 4.48  C125 1.090

These are the Mulliken partial charges, in e, on atoms 1 to 5: H -1.3564; H 0.5265; C -0.0460; H 0.1915; C -0.5008